DFT (the ωB97M-V functional and the def2-TZVPD basis) results for the molecule C2H6N4O2.

## Properties
* electronic energy: -12221.860 eV
* max |F|: 3.1 eV/Å
* LUMO energy: 0.8 eV
* SMILES: [H]/N=C/NO/C(=N/[H])NO
* gap between HOMO and LUMO: 0.37835 Eh

The geometry in ORCA input format:
```
! RIJCOSX wB97M-V def2-TZVPD def2/J DEFGRID3
* xyz 0 1
C 0.6746 0.5089 0.5852
C -0.8514 -1.3233 -1.0888
H -0.8625 2.6350 0.8581
H 0.3685 1.1901 2.6228
H 2.3613 -0.3282 1.1441
H 0.7127 -0.1412 -1.8079
H -1.0316 -1.6337 -0.0616
H -1.4503 -3.0308 -1.9986
N 0.0562 1.2740 1.6587
N 1.5804 -0.3665 0.4813
N -0.2510 -0.0680 -1.4073
N -0.9964 -2.1641 -2.0109
O -0.0601 2.6395 1.4133
O -0.2505 0.8082 -0.3883
*
```

DFT (the ωB97M-V functional and the def2-TZVPD basis) results for a structure of composition C2H6N4O2.

## Properties
* electronic energy: -12216.353 eV
* max |F|: 6.6 eV/Å
* LUMO energy: 0.1 eV
* gap between HOMO and LUMO: 0.31131 Eh

The geometry in ORCA input format:
```
! RIJCOSX wB97M-V def2-TZVPD def2/J DEFGRID3
* xyz 0 1
C -0.6980 -0.8781 0.4768
C 0.0650 2.1338 -1.4381
H -0.1166 -3.7859 1.9701
H -1.4219 -3.7267 0.1337
H -1.7467 -1.0991 -0.0791
H 0.8418 0.5760 0.5404
H -0.3719 2.3030 -2.5601
H 2.1151 3.2114 0.6865
N -0.8802 -3.1852 1.0365
N -0.1746 -1.9192 0.9933
N -0.2213 0.4880 0.4178
N 1.0248 2.8782 -1.0043
O -0.4348 0.7622 -1.0208
O 2.0193 2.2414 -0.1526
*
```

In the order shown, the computed ΔE to the lowest compared entry with this formula, charge and spin values come out to 4.792, 10.299 eV.